The following is a quantum chemistry calculation of a 2-piece molecular cluster, C9H13NO overall at a distorted geometry, from OMol25.

Structure (ORCA input):
```
! wB97M-V def2-TZVPD RIJCOSX def2/J DEFGRID3
* xyz 0 1
C -0.48524 1.85610 -1.02888
N -1.48331 2.35005 -1.98955
C -2.53447 3.18489 -1.53564
C -3.51442 3.06232 -2.55402
O -2.58943 3.66491 -0.43184
H -0.68589 2.07316 0.15952
H -0.39507 0.70150 -1.12343
H 0.42448 2.36711 -1.27030
H -1.55151 1.96034 -2.87546
H -3.35331 2.29258 -3.17856
H -3.54663 4.02679 -3.18890
H -4.48600 3.12674 -2.05266
C 1.96721 -1.12234 1.82683
C 0.81597 -1.91107 1.93192
C 0.96519 -3.32614 1.98076
C 2.07694 -3.98090 1.90740
C 3.16466 -3.24448 1.47895
C 3.09576 -1.83309 1.35071
H 1.88569 -0.05631 1.62813
H -0.09365 -1.43599 2.26697
H 0.15413 -3.76065 2.20392
H 2.03038 -5.00054 1.93409
H 4.13449 -3.76477 1.49663
H 4.00403 -1.23023 1.06343
*
```

Summary:
energy above the lowest of the compared OMol25 structures with the same formula, charge and spin	302.5	kJ/mol
HOMO-LUMO gap	9.9	eV
total energy	-13078.9366	eV
SMILES	CNC(C)=O.c1ccccc1

Mulliken atomic charge list, values in e, 2 entries: number 1, C, carries -0.766; number 2, N, carries -0.212